(1)
Entry from the OMol25 dataset: C16H23N3O2S in the gas phase (ωB97M-V/def2-TZVPD).

Properties
Kohn-Sham gap: 8.560 eV
Multiplicity: 1
Structure (SMILES): CC(C)NC(=S)N1CCN(Cc2ccc3c(c2)OCO3)CC1
Strongest force on any atom: 1.274 eV Å⁻¹
Energy: -1336.4033 hartree

Positions of all 45 atoms, in Å:
S -1.665538 -1.853561 1.111327
O 5.918927 -1.633089 0.420237
O 5.835388 0.477599 -0.501469
N -1.544459 0.781343 1.147192
N 0.663469 1.710055 -0.066900
N -3.123076 -0.175212 -0.272783
C -5.130686 -1.500642 0.211286
C 0.777082 1.552169 1.368192
C 2.199663 -0.147389 -0.472058
C -4.431687 -0.945540 -2.151602
C 4.611172 -1.291379 0.185855
C 0.875113 0.474659 -0.820328
C -3.957057 -1.267116 -0.739672
C 2.257364 -1.413470 0.087937
C 3.371101 0.579436 -0.711637
C -1.695481 2.120355 0.621204
C -0.346005 0.673783 1.962054
C -2.137824 -0.328440 0.641051
C 6.688910 -0.532985 -0.010958
C 4.560239 -0.012660 -0.372807
C 3.469013 -2.013299 0.426167
C -0.570708 2.403450 -0.401942
H 7.277147 -0.140437 0.834568
H -4.998559 -1.781380 -2.550808
H -5.760812 -0.614313 0.269055
H 0.878896 0.752144 -1.880114
H -4.757768 -1.733300 1.205754
H -3.527837 0.739577 -0.401881
H -5.732576 -2.335409 -0.135646
H -0.369288 3.481608 -0.419538
H -5.072811 -0.065043 -2.149336
H 7.376867 -0.854752 -0.809996
H 1.341892 -1.956283 0.269751
H -0.577107 0.988422 2.986264
H 3.509863 -2.998192 0.859258
H 3.331512 1.568096 -1.135906
H -3.582650 -0.759051 -2.804847
H -1.611372 2.804987 1.471378
H -0.044053 -0.374174 1.982806
H 0.752222 2.555639 1.802919
H 1.746193 1.108622 1.597534
H 0.081213 -0.268819 -0.666529
H -0.887616 2.100445 -1.401487
H -3.324599 -2.160272 -0.752979
H -2.673681 2.283827 0.169453

Forces on the atoms, in the same order (eV/Å):
S 0.1 -0.8 0.2
O -0.4 -0.3 0.1
O -0.5 0.2 -0.1
N -0.2 -0.1 -0.2
N 0.1 0.0 -0.1
N 0.1 0.5 0.1
C 0.3 0.0 -0.1
C -0.1 0.1 0.1
C -0.1 -0.2 0.0
C 0.2 -0.1 0.2
C -0.2 0.4 -0.2
C 0.0 0.0 -0.1
C -0.3 -0.3 -0.2
C -0.1 0.2 -0.1
C 0.4 -0.1 0.1
C 0.0 0.1 -0.3
C 0.4 -0.1 0.3
C 0.0 0.0 0.1
C 1.3 0.1 0.0
C -0.1 -0.4 0.2
C 0.5 0.0 0.0
C 0.0 0.2 0.0
H -0.2 -0.1 -0.2
H -0.1 -0.1 -0.1
H -0.1 0.1 0.0
H -0.1 -0.1 0.0
H 0.0 0.0 0.1
H 0.1 0.0 0.0
H -0.1 -0.1 0.0
H -0.2 0.0 -0.1
H -0.1 0.1 -0.1
H -0.2 0.1 0.1
H -0.2 0.0 0.0
H 0.1 -0.1 0.0
H 0.0 -0.1 0.1
H 0.0 0.2 -0.1
H 0.1 0.0 -0.1
H -0.1 0.0 -0.1
H -0.1 0.2 0.0
H 0.1 0.0 0.1
H 0.0 0.1 0.1
H 0.1 0.0 0.0
H 0.0 0.0 0.0
H -0.1 0.2 0.0
H 0.0 0.1 0.1



(2)
Entry from the OMol25 dataset: C16H23N3O2S in the gas phase (ωB97M-V/def2-TZVPD).

Properties
Kohn-Sham gap: 8.425 eV
Multiplicity: 1
Structure (SMILES): CCCCOC[C@H](O)CCc1n[nH]c(=S)n1-c1ccccc1
Strongest force on any atom: 1.024 eV Å⁻¹
Energy: -1336.4208 hartree

Positions of all 45 atoms, in Å:
S 0.794668 4.095991 -0.989284
O 0.433102 -2.793848 0.605867
O 0.065667 -0.001851 0.819955
N -1.136872 2.323337 -0.247702
N -1.405260 2.819149 1.879223
N -0.469205 3.628092 1.333170
C -0.251711 3.345345 0.024724
C 3.158881 -1.550231 0.078615
C -0.239256 0.487619 -3.307562
C -0.517361 -2.237327 1.494397
C -1.253953 1.671285 -1.490416
C -1.012202 -0.900972 0.916360
C -2.596291 0.931267 -3.332004
C 2.649450 -2.111691 1.408176
C -1.474083 0.377511 -3.925016
C 1.641816 -3.244522 1.187714
C -1.794986 2.037226 0.925544
C -2.765076 0.927617 1.115293
C -2.490925 1.585549 -2.117649
C -2.093758 -0.274731 1.794721
C 3.832904 -0.194197 0.248841
C -0.122901 1.134182 -2.091056
H -1.417167 -1.100712 -0.090762
H 3.135008 0.537867 0.650757
H 4.676512 -0.271612 0.931314
H 3.865279 -2.258411 -0.360270
H -1.561211 -0.130072 -4.873828
H 2.321594 -1.461211 -0.619528
H 0.013386 4.319820 1.881067
H -1.359563 -2.933855 1.601473
H 2.047115 -3.967017 0.473938
H -3.571946 1.286459 1.755608
H -3.358077 2.047218 -1.667553
H -0.079552 -2.059240 2.482277
H -3.175612 0.616251 0.155070
H 2.172593 -1.315466 1.985803
H 1.437396 -3.765501 2.132091
H -1.637410 0.055693 2.728253
H 0.791923 -0.477905 0.395434
H 0.638927 0.069078 -3.775553
H 0.833680 1.234595 -1.604159
H 4.198980 0.173233 -0.706758
H -2.852333 -1.026340 2.014921
H 3.485120 -2.491241 1.998317
H -3.557290 0.863568 -3.819821

Forces on the atoms, in the same order (eV/Å):
S 0.6 0.4 -0.5
O -0.1 0.2 -0.2
O 0.4 0.1 0.1
N 0.2 0.7 0.6
N -0.6 -0.3 0.5
N -0.1 -0.6 -0.8
C 0.0 0.3 0.3
C 0.0 0.1 0.3
C 0.0 0.0 0.0
C -0.3 0.3 -0.1
C -0.1 -0.3 -0.5
C -0.2 -0.8 0.3
C 0.0 -0.1 -0.1
C -0.3 -0.3 -0.4
C -0.1 0.0 -0.1
C 0.3 0.0 0.2
C -0.1 0.3 0.3
C 0.1 -0.2 0.3
C 0.2 0.1 0.1
C 0.3 0.0 -0.4
C 0.0 -0.2 -0.2
C -0.1 0.0 0.1
H 0.0 0.0 0.1
H 0.0 0.1 0.1
H 0.1 0.1 0.1
H -0.1 -0.1 -0.1
H 0.0 0.0 -0.1
H 0.0 -0.1 -0.1
H 0.0 -0.1 -0.1
H 0.1 0.1 0.0
H 0.0 0.0 0.1
H 0.0 0.0 -0.1
H 0.0 0.0 0.1
H 0.0 0.0 0.0
H -0.1 0.0 0.1
H 0.0 0.0 0.1
H 0.0 0.0 -0.1
H 0.0 -0.1 0.1
H -0.1 0.0 -0.1
H 0.1 0.0 0.0
H 0.1 0.0 0.0
H 0.1 0.1 0.0
H 0.0 0.0 0.0
H 0.0 0.0 0.1
H -0.1 0.0 0.0



(3)
Entry from the OMol25 dataset: C16H23N3O6 in the gas phase (ωB97M-V/def2-TZVPD).

Properties
Kohn-Sham gap: 7.629 eV
Multiplicity: 1
Structure (SMILES): O=[N+]([O-])c1cc2c(cc1CN1CCN(CCOCCO)CC1)OCO2
Strongest force on any atom: 15.081 eV Å⁻¹
Energy: -1238.4261 hartree

Positions of all 48 atoms, in Å:
O 3.320292 1.161998 1.256693
O -4.881256 2.710326 0.078955
O -5.754464 0.426951 0.828610
O 0.127581 0.923362 -1.299486
O -0.846293 -0.616856 -2.524560
O 3.313879 4.113374 -0.773707
N -0.767498 0.067190 -1.616690
N -0.556529 -1.925705 -0.138845
N 2.130800 -1.775194 0.514541
C -4.023367 1.466202 -0.287601
C -0.075843 -1.515220 1.103646
C 3.963765 3.150650 -0.257426
C 3.833516 0.221513 0.251953
C -1.868314 -2.416240 -0.366902
C 0.464153 -2.717774 -0.566705
C -4.014100 -1.021183 0.357353
C -4.672028 0.162827 0.536731
C -6.046702 2.096998 0.651796
C -2.838332 1.432683 -0.894291
C 2.837893 2.426917 0.231390
C -2.702580 -1.174209 -0.497570
C 1.851957 -2.038837 -0.946990
C -2.118918 0.123735 -0.917087
C 1.142424 -0.873341 1.333643
C 3.410810 -1.189208 0.937275
H -1.050222 -0.917244 1.536671
H 0.021367 -2.629239 1.725707
H 2.359143 2.807660 1.159921
H 2.610284 4.209839 -1.382140
H 2.057541 2.087600 -0.290315
H 1.362643 -0.769366 2.280072
H -6.835347 2.275209 0.206195
H -1.869407 -2.835822 -1.380162
H 1.620806 -1.056224 -1.143325
H 4.680180 3.416781 0.530232
H 3.335415 0.085586 -0.804600
H -4.475315 -1.841259 0.873112
H 4.956350 0.242773 0.077270
H 0.170202 -2.850262 -1.861582
H 0.405074 -3.583670 -0.226201
H 3.697721 -1.310411 1.858821
H 4.286716 2.510355 -0.933613
H 4.244965 -1.811869 0.363697
H 1.023090 -0.099692 0.720599
H -6.038024 2.480587 1.605367
H -2.285799 2.243421 -1.220410
H 2.666194 -2.774869 -1.048909
H -2.174408 -3.100833 0.358878

Forces on the atoms, in the same order (eV/Å):
O 0.2 1.4 -5.5
O 0.5 -4.9 -0.9
O -12.7 5.2 4.1
O -1.6 -2.2 -0.8
O 1.8 -3.4 -5.1
O -0.9 9.5 -2.2
N -1.8 5.6 4.8
N 2.4 2.0 -0.8
N 2.3 1.8 5.3
C -1.9 -0.9 2.9
C -8.5 -3.7 6.1
C -0.1 -3.0 3.4
C -1.2 -2.8 2.0
C 0.3 2.3 -1.9
C 1.2 4.8 -13.1
C 2.7 -0.3 -1.6
C 12.6 1.7 -8.1
C 10.0 -2.1 3.3
C 0.8 -3.2 1.0
C 0.7 -2.9 10.6
C -2.1 5.4 3.0
C -1.9 -2.2 7.6
C -2.2 -2.3 1.3
C 1.3 -3.8 -7.2
C 2.5 -0.8 -10.1
H 2.4 -1.1 -0.1
H -0.5 2.5 -0.6
H 0.2 1.3 -1.1
H -0.6 -1.2 -0.8
H -2.3 -1.6 -3.1
H 1.5 0.7 4.6
H -7.7 0.6 -5.0
H 0.2 -0.5 0.3
H 0.2 1.9 -3.2
H -0.2 0.2 -0.4
H 0.6 1.3 1.8
H 0.2 -0.8 -0.1
H -1.2 0.3 0.4
H 0.3 -0.5 3.0
H 0.7 -8.0 3.3
H 0.7 -0.2 5.5
H 3.3 -2.7 -3.5
H -1.4 0.3 1.0
H 0.4 4.7 -1.5
H -0.4 0.1 2.6
H 0.7 1.7 -0.8
H -0.5 0.8 -1.7
H -1.0 -1.2 1.3



(4)
Entry from the OMol25 dataset: C16H23N5O3 in the gas phase (ωB97M-V/def2-TZVPD).

Properties
Kohn-Sham gap: 9.309 eV
Multiplicity: 1
Structure (SMILES): CCCCN1C(=O)NC(=O)/C(=C(\C)NCCCn2ccnc2)C1=O
Strongest force on any atom: 0.673 eV Å⁻¹
Energy: -1123.0870 hartree

Positions of all 47 atoms, in Å:
O -2.994138 -1.973576 -0.629173
O 0.101358 -5.180444 -1.180786
O 1.634704 -0.972058 -0.557013
N 0.016742 0.956888 -0.171797
N -3.554429 5.287738 0.083134
N -1.427594 4.990062 -0.426861
N -1.397077 -3.515219 -0.901342
N 0.870491 -3.067653 -0.830736
C 2.242254 -3.561240 -0.876958
C 2.597549 -3.275418 1.625265
C 2.648669 -4.230707 0.435170
C -1.480962 5.314709 0.901105
C -2.711525 4.985924 -0.862825
C 0.651321 -1.717634 -0.633748
C -0.716541 -1.254491 -0.538455
C -0.123895 -4.010454 -0.983035
C -0.990324 0.110794 -0.319442
C -0.162443 3.103914 -1.355117
C -1.801147 -2.204299 -0.679901
C 3.099793 -3.944265 2.898364
C -0.026912 2.384939 -0.005492
C -2.801250 5.498512 1.193320
C -2.393892 0.599737 -0.240123
C -0.259454 4.623234 -1.180038
H -2.923333 0.342223 -1.155548
H -3.255171 5.767371 2.125403
H -0.598282 5.396115 1.501751
H 2.882939 -2.703083 -1.084397
H 0.701783 2.869681 -1.977892
H -2.144370 -4.191547 -1.010109
H -0.307031 5.099222 -2.164182
H 0.940110 0.507723 -0.284310
H 1.991998 -5.083753 0.614936
H 0.909142 2.683595 0.473063
H 3.205116 -2.394597 1.406957
H -2.981522 4.765871 -1.876533
H 2.496435 -4.818653 3.132218
H -0.849011 2.671625 0.656244
H 3.048195 -3.256169 3.738881
H 2.304275 -4.283788 -1.693403
H 0.623033 4.997540 -0.654693
H 4.132582 -4.264108 2.778974
H 3.665660 -4.608830 0.315403
H -1.056482 2.742611 -1.866581
H -2.457946 1.669732 -0.076500
H -2.919552 0.078291 0.557735
H 1.570134 -2.936065 1.779070

Forces on the atoms, in the same order (eV/Å):
O -0.3 0.0 0.0
O 0.1 -0.3 0.0
O 0.1 0.0 0.1
N 0.3 -0.4 0.0
N -0.6 0.0 -0.2
N -0.2 0.2 0.2
N -0.4 -0.2 0.0
N 0.3 -0.1 -0.1
C 0.4 -0.3 0.0
C 0.2 -0.2 0.0
C -0.1 0.4 -0.1
C 0.0 0.1 0.3
C 0.0 0.0 -0.1
C -0.3 0.2 0.0
C 0.1 0.0 0.0
C -0.2 0.2 0.0
C 0.2 -0.1 0.0
C 0.1 0.2 0.3
C 0.3 0.0 0.0
C -0.1 0.2 -0.1
C -0.3 0.4 -0.2
C 0.3 0.0 0.1
C -0.1 0.2 0.0
C 0.3 -0.4 -0.4
H 0.0 0.0 0.0
H 0.0 0.1 0.2
H 0.2 0.0 0.1
H -0.1 -0.2 0.0
H 0.0 0.0 -0.1
H 0.2 0.1 0.0
H 0.1 0.0 0.2
H -0.2 0.0 0.0
H 0.1 -0.1 0.0
H -0.1 0.0 0.0
H -0.1 0.1 0.0
H 0.0 -0.1 -0.3
H 0.0 -0.1 0.1
H 0.2 0.0 0.0
H 0.0 0.0 0.1
H 0.0 0.1 0.1
H -0.1 0.1 -0.1
H 0.1 -0.1 0.0
H 0.0 -0.1 0.0
H 0.0 0.0 0.0
H 0.1 0.1 0.0
H 0.0 0.0 0.0
H 0.0 0.1 0.0